Record 1
Computed, not measured: an isolated ion of composition C6H12NO2S and charge +1 at a distorted geometry, with ωB97M-V with the def2-TZVPD basis set.

Positions of all 22 atoms, in Å:
C (0.014, 1.036, -0.486)
C (-0.987, 1.154, -1.576)
C (-0.317, -0.191, -1.367)
C (-1.194, -1.291, -0.732)
C (-0.388, -1.965, 0.394)
C (-0.188, -1.168, 1.583)
N (0.980, -0.773, 1.868)
O (1.262, 2.815, 0.685)
O (2.473, 0.675, -0.050)
S (1.608, 1.823, -0.551)
H (-2.032, 1.261, -1.198)
H (-0.761, 1.830, -2.522)
H (0.471, -0.500, -2.053)
H (-0.587, 1.384, 0.440)
H (-2.106, -0.822, -0.320)
H (-1.437, -2.069, -1.419)
H (-1.000, -2.872, 0.539)
H (0.597, -2.244, -0.085)
H (-0.862, -1.054, 2.379)
H (1.688, -0.673, 1.143)
H (1.066, -0.114, 2.586)
H (1.700, 3.758, 0.740)

Properties
Energy relative to the best compared isomer or geometry (same formula, charge and spin) (kJ/mol): 208.3
Net charge: +1
HOMO-LUMO gap (Ha): 0.326
E_LUMO (eV): -4.50

=====

Record 2
Computed, not measured: C15H30CrO19S as an isolated structure at a distorted geometry, with ωB97M-V with the def2-TZVPD basis set.

Positions of all 66 atoms, in Å:
Cr (0.559, -0.433, -0.251)
S (1.315, -3.030, -0.367)
O (1.191, -2.053, -1.445)
O (2.666, -3.504, -0.111)
O (0.735, -2.294, 0.704)
O (0.727, -4.326, -0.628)
C (1.883, -1.712, 3.728)
O (2.462, -0.460, 3.755)
C (2.187, 0.393, 2.744)
O (1.326, 0.192, 1.892)
O (2.845, 1.530, 2.812)
C (3.837, 1.948, 3.813)
H (2.561, -2.210, 3.035)
H (0.832, -1.775, 3.446)
H (2.016, -2.295, 4.639)
H (3.929, 3.023, 3.971)
H (4.792, 1.649, 3.381)
H (3.833, 1.497, 4.805)
C (-3.855, 0.711, 0.026)
O (-3.670, -0.321, 1.014)
C (-2.489, -0.777, 1.357)
O (-1.365, -0.320, 1.042)
O (-2.702, -1.824, 2.271)
C (-3.951, -2.370, 2.522)
H (-4.356, 0.301, -0.851)
H (-2.867, 0.976, -0.350)
H (-4.124, 1.716, 0.350)
H (-4.664, -1.575, 2.740)
H (-3.907, -3.029, 3.389)
H (-4.268, -2.970, 1.669)
C (-3.188, -1.065, -4.626)
O (-2.437, -0.562, -3.561)
C (-2.078, -1.247, -2.455)
O (-1.171, -0.796, -1.709)
O (-2.776, -2.431, -2.399)
C (-2.619, -3.334, -1.348)
H (-3.795, -0.253, -5.025)
H (-3.892, -1.861, -4.380)
H (-2.425, -1.492, -5.276)
H (-1.621, -3.300, -0.911)
H (-2.780, -4.381, -1.605)
H (-3.262, -3.137, -0.490)
C (4.969, -0.735, -0.432)
O (4.771, 0.598, -0.911)
C (3.491, 1.144, -1.024)
O (2.440, 0.598, -0.669)
O (3.657, 2.358, -1.533)
C (2.500, 3.070, -1.797)
H (4.058, -1.301, -0.622)
H (5.039, -0.714, 0.656)
H (5.876, -1.181, -0.840)
H (1.870, 2.741, -2.623)
H (2.875, 4.044, -2.110)
H (1.893, 3.365, -0.940)
C (-1.080, 2.739, -3.045)
O (-1.335, 3.185, -1.692)
C (-0.761, 2.604, -0.687)
O (-0.100, 1.598, -0.731)
O (-0.967, 3.380, 0.339)
C (-0.475, 2.997, 1.571)
H (-0.070, 3.035, -3.329)
H (-1.862, 3.181, -3.662)
H (-1.185, 1.654, -3.040)
H (0.572, 3.274, 1.692)
H (-0.606, 1.945, 1.825)
H (-1.006, 3.624, 2.288)

Properties
⟨S²⟩: 6.012
Energy relative to the best compared isomer or geometry (same formula, charge and spin) (kJ/mol): 425.1
Net charge: 0
HOMO-LUMO gap (spin up / spin down) (Ha): 0.237 / 0.238
E_LUMO (spin up / spin down) (eV): 0.19 / 0.19
Spin multiplicity: 5

=====

Record 3
Computed, not measured: a 2-piece molecular cluster, C5H12NO overall, with ωB97M-V with the def2-TZVPD basis set.

Positions of all 19 atoms, in Å:
C (-0.425, -2.021, 0.372)
C (-1.495, -1.018, 0.769)
C (-0.973, 1.143, 1.760)
N (-0.924, 0.347, 0.777)
H (-0.070, -1.825, -0.638)
H (0.429, -1.975, 1.043)
H (-0.837, -3.023, 0.405)
H (-2.319, -0.998, 0.054)
H (-1.890, -1.201, 1.768)
H (-0.467, 2.096, 1.698)
H (-1.548, 0.874, 2.636)
H (-0.305, 0.588, -0.009)
C (2.286, 0.837, -0.830)
C (1.479, 1.225, -1.797)
O (0.121, 0.942, -1.795)
H (3.311, 1.178, -0.871)
H (2.006, 0.209, 0.004)
H (1.816, 1.804, -2.649)
H (-0.195, 0.818, -2.697)

Properties
Energy relative to the best compared isomer or geometry (same formula, charge and spin) (kJ/mol): 116.5
Net charge: +1
HOMO-LUMO gap (Ha): 0.318
E_LUMO (eV): -4.59

=====

Record 4
Computed, not measured: a 3-piece molecular cluster, C24H33F19NO8PS overall at a distorted geometry, with ωB97M-V with the def2-TZVPD basis set.

Positions of all 87 atoms, in Å:
C (-0.703, -1.114, 0.475)
C (-2.137, -1.692, 0.444)
C (-2.262, -2.824, -0.608)
C (-3.459, -2.794, -1.598)
C (-2.988, -2.354, -3.017)
C (-4.729, -2.072, -1.117)
P (-5.203, -2.834, 0.555)
O (-4.812, -4.275, 0.539)
O (-5.796, -2.649, -1.899)
C (-6.206, -1.824, -2.891)
O (-6.885, -2.098, -3.806)
O (-5.639, -0.587, -2.653)
C (-4.918, -0.540, -1.431)
C (-3.699, 0.346, -1.762)
C (-3.673, 1.753, -1.149)
C (-2.358, 2.519, -1.434)
C (-1.859, 2.395, -2.893)
C (-0.737, 1.327, -3.046)
N (0.611, 1.891, -2.905)
S (-6.269, 0.264, -0.410)
O (-7.400, -0.633, -0.367)
O (-6.612, 1.558, -0.945)
C (-5.689, 0.566, 1.348)
F (-6.399, -0.211, 2.157)
F (-4.401, 0.296, 1.527)
F (-5.921, 1.818, 1.665)
H (-0.662, -0.220, 1.098)
H (-0.304, -0.940, -0.523)
H (-0.092, -1.854, 0.989)
H (-2.885, -0.904, 0.371)
H (-2.277, -2.143, 1.431)
H (-2.318, -3.770, -0.069)
H (-1.321, -2.870, -1.157)
H (-3.768, -3.829, -1.711)
H (-3.656, -1.654, -3.519)
H (-2.011, -1.872, -2.964)
H (-2.885, -3.210, -3.682)
H (-6.594, -2.728, 0.721)
H (-4.484, -2.187, 1.583)
H (-3.690, 0.465, -2.840)
H (-2.755, -0.141, -1.517)
H (-4.466, 2.372, -1.567)
H (-3.811, 1.766, -0.066)
H (-1.561, 2.181, -0.766)
H (-2.550, 3.575, -1.245)
H (-1.418, 3.342, -3.207)
H (-2.679, 2.188, -3.586)
H (-0.837, 0.596, -2.240)
H (-0.811, 0.792, -3.992)
H (0.729, 2.598, -3.619)
H (0.707, 2.323, -1.995)
C (4.471, -0.950, -1.799)
C (3.178, -0.943, -0.951)
C (3.263, -0.517, 0.517)
F (4.021, -1.353, 1.250)
F (2.019, -0.539, 1.052)
F (2.568, -2.147, -1.050)
F (2.356, -0.034, -1.535)
O (5.124, -2.196, -2.052)
C (6.118, -2.712, -1.239)
C (5.724, -4.074, -0.662)
F (4.625, -3.975, 0.106)
F (6.733, -4.538, 0.109)
F (6.503, -1.848, -0.287)
F (7.195, -2.920, -2.025)
H (4.134, -0.646, -2.789)
H (5.173, -0.182, -1.479)
H (3.658, 0.497, 0.613)
H (5.528, -4.785, -1.467)
C (5.573, 3.711, 4.841)
C (5.658, 4.179, 3.368)
C (4.429, 4.834, 2.726)
F (3.385, 3.995, 2.640)
F (4.744, 5.208, 1.463)
F (6.097, 3.163, 2.595)
F (6.622, 5.141, 3.343)
O (5.387, 2.322, 5.114)
C (4.142, 1.735, 5.266)
C (3.912, 0.637, 4.225)
F (3.951, 1.148, 2.978)
F (2.695, 0.086, 4.414)
F (3.148, 2.637, 5.283)
F (4.136, 1.135, 6.473)
H (6.570, 3.905, 5.233)
H (4.900, 4.334, 5.429)
H (4.129, 5.726, 3.283)
H (4.675, -0.139, 4.310)

Properties
Net charge: 0
SMILES: CCC[C@H](C)[C@]1([PH2]=O)OC(=O)O[C@@]1(CCCCCN)S(=O)(=O)C(F)(F)F.FC(F)C(F)(F)COC(F)(F)C(F)F.FC(F)C(F)(F)COC(F)(F)C(F)F
HOMO-LUMO gap (Ha): 0.361
E_LUMO (eV): 0.26

=====

Record 5
Computed, not measured: a 2-piece molecular cluster, C6H13NO4 overall at a distorted geometry, with ωB97M-V with the def2-TZVPD basis set.

Positions of all 24 atoms, in Å:
C (-1.102, 2.823, 0.679)
C (-0.985, 1.605, -0.197)
O (-1.367, 0.451, 0.541)
C (-0.873, -0.770, 0.024)
C (-1.103, -1.809, 1.102)
C (-1.557, -1.205, -1.253)
C (0.736, -0.656, -0.232)
O (1.302, 0.365, 0.366)
O (5.938, -1.127, -0.778)
N (5.150, -0.481, -0.094)
O (5.299, 0.625, 0.399)
H (-0.985, 3.707, 0.054)
H (-2.046, 2.874, 1.221)
H (-0.273, 2.815, 1.395)
H (-1.596, 1.653, -1.109)
H (0.097, 1.534, -0.432)
H (-0.808, -2.807, 0.760)
H (-0.521, -1.554, 1.991)
H (-2.165, -1.819, 1.376)
H (-1.283, -2.240, -1.490)
H (-2.644, -1.163, -1.130)
H (-1.265, -0.590, -2.112)
H (1.184, -1.536, 0.263)
H (0.866, -0.695, -1.343)

Properties
Energy relative to the best compared isomer or geometry (same formula, charge and spin) (kJ/mol): 615.9
Net charge: 0
HOMO-LUMO gap (spin up / spin down) (Ha): 0.300 / 0.268
E_LUMO (spin up / spin down) (eV): -1.49 / -2.33

=====

Record 6
Computed, not measured: C20H37NOPdSbTe as an isolated structure at a distorted geometry, with ωB97M-V with the def2-TZVPD basis set.

Positions of all 62 atoms, in Å:
Pd (-1.471, 0.188, 0.184)
C (2.053, 0.312, 2.800)
C (2.504, -0.442, 1.567)
C (3.810, 0.051, 0.960)
Sb (1.046, -0.404, -0.068)
C (1.198, -2.064, -1.446)
C (0.412, -1.776, -2.713)
C (2.672, -2.389, -1.682)
C (1.329, 1.327, -1.256)
C (2.517, 1.277, -2.220)
C (1.450, 2.548, -0.356)
H (2.789, 0.149, 3.588)
H (1.091, -0.037, 3.175)
H (2.002, 1.387, 2.619)
H (2.553, -1.513, 1.774)
H (3.831, 1.132, 0.847)
H (4.067, -0.422, 0.011)
H (4.602, -0.216, 1.664)
H (0.751, -2.898, -0.904)
H (0.924, -1.062, -3.355)
H (-0.604, -1.402, -2.516)
H (0.314, -2.702, -3.281)
H (3.199, -1.591, -2.206)
H (2.729, -3.278, -2.313)
H (3.205, -2.622, -0.759)
H (0.399, 1.338, -1.847)
H (3.472, 1.321, -1.690)
H (2.477, 2.147, -2.876)
H (2.506, 0.402, -2.867)
H (2.358, 2.504, 0.245)
H (0.597, 2.639, 0.324)
H (1.514, 3.459, -0.955)
Te (-2.518, 2.794, 0.676)
C (-1.867, 4.691, 0.673)
C (-0.504, 5.113, 0.718)
C (-0.198, 6.456, 0.730)
C (-1.232, 7.404, 0.700)
C (-2.577, 7.025, 0.654)
C (-2.899, 5.680, 0.663)
H (0.277, 4.370, 0.764)
H (0.828, 6.794, 0.769)
H (-0.979, 8.457, 0.730)
H (-3.350, 7.781, 0.628)
H (-3.933, 5.360, 0.656)
O (-3.919, 0.119, 0.478)
H (-4.229, -0.376, 1.249)
H (-4.585, -0.028, -0.205)
C (-0.843, -5.178, -0.315)
C (-1.989, -4.417, 0.371)
C (-2.117, -4.833, 1.847)
C (-3.313, -4.622, -0.389)
C (-1.697, -2.986, 0.344)
N (-1.557, -1.844, 0.353)
H (-1.077, -6.241, -0.270)
H (0.108, -5.027, 0.194)
H (-0.749, -4.905, -1.366)
H (-2.336, -5.900, 1.874)
H (-2.933, -4.308, 2.343)
H (-1.193, -4.661, 2.397)
H (-3.534, -5.689, -0.392)
H (-3.239, -4.288, -1.423)
H (-4.140, -4.108, 0.099)

Properties
Energy relative to the best compared isomer or geometry (same formula, charge and spin) (kJ/mol): 0.0
Net charge: +3
HOMO-LUMO gap (spin up / spin down) (Ha): 0.201 / 0.203
E_LUMO (spin up / spin down) (eV): -12.70 / -12.65

=====

| no. | calculated total energy (hartree) |
| --- | --- |
| 1 | -838.9064 |
| 2 | -3461.7248 |
| 3 | -327.4152 |
| 4 | -4227.9306 |
| 5 | -591.8998 |
| 6 | -1549.3149 |